Molecular formula: CH4BNO3
Method: DFT, ωB97M-V/def2-TZVPD

```
10
Properties=species:S:1:pos:R:3:forces:R:3
B -0.5729 -0.5313 0.0865 -0.42 1.91 -1.37
C 0.2182 0.5574 -0.7242 -1.75 -1.12 -2.08
N 1.2892 1.2274 -0.2587 1.05 0.07 0.70
O -0.0148 0.7803 -2.1330 0.23 -0.23 2.95
O -1.9645 -0.6059 0.0348 1.05 -0.86 0.19
O 0.1162 -1.3160 0.9470 0.48 -0.98 1.45
H 1.6200 1.2411 0.6867 -0.54 -0.43 0.19
H 1.7439 1.8831 -0.8195 0.61 0.91 -1.08
H -2.0339 -1.4117 0.5713 -1.28 0.14 -0.30
H -0.4013 -1.8244 1.6091 0.57 0.60 -0.63
```
Forces are in eV/Å.

The expectation value of S² is 2.00. Its spin multiplicity is 3. For the energy above the lowest of the compared OMol25 structures with the same formula, charge and spin, the calculation gives 0.0 kcal per mole.

Atom charges from the Mulliken analysis, given in e for atoms 1 to 8: number 1, B, carries 0.45; number 2, C, carries 0.29; number 3, N, carries -0.36; number 4, O, carries -0.28; number 5, O, carries -0.48; number 6, O, carries -0.49; number 7, H, carries 0.18; number 8, H, carries 0.17


Molecular formula: C3HFGdO2
Method: DFT, ωB97M-V/def2-TZVPD

```
8
Properties=species:S:1:pos:R:3:forces:R:3
O -1.4547 -2.9316 1.0106 0.72 0.68 -1.62
C -1.8892 -3.2766 2.0029 -0.71 -0.66 1.60
Gd -0.5698 -1.9750 -1.0553 -0.64 -1.61 -0.38
F 0.0623 0.1288 0.0462 2.09 2.19 -0.28
H 1.9329 2.2189 0.0156 -0.28 -1.79 1.48
O -0.1003 2.4161 -0.6874 1.51 0.84 -0.94
C 1.0576 2.2780 -1.1274 -3.19 0.35 -1.07
C 0.9610 1.1414 -0.2053 0.52 0.00 1.21
```
Forces are in eV/Å.

The expectation value of S² is 16.77. Its spin multiplicity is 8. For the energy above the lowest of the compared OMol25 structures with the same formula, charge and spin, the calculation gives 43.6 kcal per mole. Its total charge is +3.

For each atom in turn, the Mulliken charge in e is: number 1, O, carries 0.01; number 2, C, carries 0.29; number 3, Gd, carries 1.59; number 4, F, carries -0.04; number 5, H, carries 0.54; number 6, O, carries 0.07; number 7, C, carries 0.16; number 8, C, carries 0.36


Molecular formula: C5H7NO
Method: DFT, ωB97M-V/def2-TZVPD

```
14
Properties=species:S:1:pos:R:3:forces:R:3
C 2.0057 -0.1575 -0.4210 0.06 -0.01 0.04
C 0.7642 -0.2578 0.4267 0.08 -0.14 0.32
O 0.7641 -0.6839 1.5556 0.01 0.14 -0.50
C -0.5617 0.2113 -0.2244 -0.06 0.00 -0.04
C -1.7416 -0.6413 0.2515 -0.07 -0.06 0.04
C -0.7425 1.6272 0.1271 -0.09 0.97 0.25
N -0.8706 2.7387 0.4216 0.12 -1.08 -0.31
H 2.8866 -0.3658 0.1878 -0.12 0.03 -0.09
H 2.0887 0.8323 -0.8824 -0.06 -0.11 0.07
H 1.9443 -0.8929 -1.2328 -0.02 0.10 0.09
H -0.4644 0.1623 -1.3163 0.02 0.01 0.16
H -1.7427 -0.6882 1.3422 -0.03 0.02 -0.15
H -2.6905 -0.2260 -0.0968 0.15 -0.04 0.04
H -1.6397 -1.6583 -0.1388 0.00 0.14 0.07
```
Forces are in eV/Å.

For the energy above the lowest of the compared OMol25 structures with the same formula, charge and spin, the calculation gives 12.5 kcal per mole.

Atom charges from the Mulliken analysis, given in e for atoms 1 to 8: number 1, C, carries -1.17; number 2, C, carries 0.51; number 3, O, carries -0.51; number 4, C, carries 0.62; number 5, C, carries -1.42; number 6, C, carries 0.08; number 7, N, carries -0.44; number 8, H, carries 0.34


Molecular formula: C37H50EuN4O7Si
Method: DFT, ωB97M-V/def2-TZVPD

```
100
Properties=species:S:1:pos:R:3:forces:R:3
Eu -0.2960 -0.7076 0.7303 0.33 0.19 -0.09
C 2.7443 -4.0950 0.0318 1.33 -1.35 0.40
C 1.4322 -3.6092 -0.3710 -2.59 0.73 -0.34
C 1.2905 -2.9352 -1.6050 -2.13 0.00 0.95
C 0.0038 -2.4122 -2.0257 1.53 -1.19 0.54
C -1.0748 -2.6352 -1.1937 -0.97 -0.01 -0.88
C -0.9607 -3.4243 -0.0446 -0.87 0.60 -0.24
C 0.2361 -3.8932 0.4092 1.96 0.47 0.03
H 3.5604 -3.5677 -0.5461 -0.72 -0.80 0.90
H 2.7353 -5.2044 -0.1952 0.47 1.09 0.06
H 2.8796 -4.0523 1.1407 0.13 0.24 -0.91
H 2.1817 -2.9027 -2.1874 0.33 0.44 -0.68
H -0.1962 -1.9943 -3.0086 0.55 0.22 0.30
H -2.0803 -2.2638 -1.4907 0.78 -0.35 0.16
H -1.8922 -3.5848 0.4609 -0.20 -0.37 0.58
H 0.3055 -4.3810 1.4005 0.07 0.05 -0.95
O 2.8595 -7.2328 4.4013 0.13 0.16 0.22
C 3.5216 -6.0505 4.6345 -1.37 -1.49 -1.29
O 4.5462 -6.0703 5.2148 1.00 0.32 0.67
C 2.8940 -4.8246 4.0752 0.91 1.13 -0.55
C 1.5191 -4.6718 4.0037 0.51 -0.05 0.80
C 0.9716 -3.4366 3.6988 -0.25 -0.18 -0.48
C 1.8344 -2.4273 3.3784 0.91 2.10 -0.23
C 3.2541 -2.5312 3.4343 0.20 0.31 -0.89
C 3.8066 -3.7709 3.7111 -2.76 -0.68 0.88
N 1.2628 -1.1442 2.9424 0.22 1.56 2.60
C 1.3350 -0.1496 3.8258 -0.31 -2.33 -3.61
C 0.8559 1.1789 3.4362 0.12 0.33 0.81
C 1.0304 2.2703 4.2486 1.03 0.65 1.64
C 0.6617 3.5636 3.8213 -0.22 -2.09 -0.42
C 0.0211 3.6730 2.6037 0.83 1.03 0.17
C -0.1019 2.5146 1.8622 0.64 0.33 1.21
N 0.3145 1.3302 2.2444 -0.59 -0.95 -1.00
H 2.1234 -7.2083 3.7708 0.32 0.38 0.21
H 0.8982 -5.4771 4.3526 -0.30 -0.20 -0.03
H -0.1042 -3.2527 3.6695 0.27 -0.16 0.06
H 3.9117 -1.6570 3.1512 -0.97 -1.05 0.37
H 4.8287 -4.0316 3.7507 1.07 0.25 0.05
H 1.8018 -0.2675 4.7684 0.43 -0.24 1.02
H 1.5812 2.1243 5.2148 -0.71 0.30 -0.94
H 0.9239 4.3841 4.4129 0.16 1.20 0.77
H -0.1577 4.6656 2.1575 -0.27 -0.76 0.34
H -0.4037 2.5614 0.8866 -1.15 0.31 -2.41
O -4.0499 0.5024 -0.8103 -2.90 -1.23 1.14
N -3.2639 1.2146 -1.3361 1.55 0.89 -0.77
C -0.2519 5.0150 -2.9251 0.59 0.62 -0.79
C -1.1393 4.6006 -1.7365 0.99 -0.60 -1.56
C -2.6047 4.5752 -2.1166 -0.13 -1.16 2.49
C -0.7259 5.4763 -0.5539 -0.47 -0.23 0.49
O -0.7277 3.1798 -1.3922 -0.76 1.97 0.84
Si -0.7854 1.7418 -1.9987 -0.72 -2.02 -1.63
O -1.9800 0.6757 -1.2782 1.90 0.97 -0.17
O -0.9168 1.6209 -3.5895 -0.34 0.65 1.39
C -1.4773 1.0201 -4.7774 -0.17 -1.85 1.03
C -2.4743 2.0123 -5.3635 -0.41 -0.73 -0.64
C -0.2269 0.7855 -5.5858 -1.47 -0.98 -2.79
C -2.1368 -0.3981 -4.5086 2.14 0.81 1.41
O 0.4743 0.8495 -1.4356 0.13 0.23 1.01
C 1.8726 1.2722 -1.5627 0.41 0.60 1.34
C 2.2614 1.1175 -2.9870 1.98 -0.08 -0.41
C 2.1138 2.7413 -1.1336 0.48 0.10 -0.28
C 2.7034 0.3245 -0.6677 -1.37 0.25 -0.03
H -0.6026 6.0112 -3.2445 0.30 -0.21 0.19
H -0.2016 4.4341 -3.8766 -0.72 -0.20 0.97
H 0.8154 5.1013 -2.6329 -0.67 0.19 0.07
H -3.0082 5.4781 -2.4305 -0.22 2.07 -0.63
H -3.2305 4.3147 -1.2292 0.49 -0.09 -0.51
H -2.8190 3.8841 -2.8906 0.05 -0.87 -0.75
H -0.8009 6.5764 -0.7446 -0.26 -1.04 -0.02
H 0.3347 5.2680 -0.3766 -0.16 0.05 0.21
H -1.3285 5.1907 0.3424 0.43 0.42 -0.60
H -1.9451 2.7002 -6.0149 -0.13 0.57 0.28
H -3.0981 2.4603 -4.5974 0.45 0.47 0.30
H -3.2587 1.5569 -5.9842 0.56 -0.38 -0.13
H 0.1599 1.7602 -5.8392 0.71 0.10 -0.07
H -0.5892 0.3020 -6.5618 0.69 0.71 1.04
H 0.4943 0.0679 -5.1748 -0.26 0.56 0.26
H -2.8028 -0.4499 -3.6648 -0.54 0.42 0.29
H -1.3496 -1.1649 -4.2794 -0.56 0.76 -0.50
H -2.6466 -0.6775 -5.3785 -0.75 -0.54 -1.27
H 1.7428 1.8656 -3.5948 0.51 -0.03 -0.10
H 1.9341 0.1403 -3.3236 0.22 -0.27 -0.22
H 3.4303 1.1842 -3.0141 -2.23 0.06 -0.49
H 1.5449 3.4906 -1.6612 0.06 -0.24 -0.91
H 3.1793 3.0209 -1.2120 -0.38 -0.41 -0.14
H 1.8175 3.0047 -0.1481 -0.14 -0.48 1.38
H 2.5049 -0.7053 -0.9715 0.30 -0.02 -0.13
H 2.4350 0.4056 0.4043 0.18 0.25 -0.33
H 3.7340 0.5908 -0.8082 0.56 -0.17 0.18
C -4.5420 -1.9770 3.8450 1.12 0.94 -1.18
C -3.4384 -1.4165 4.4797 0.56 -0.54 0.62
C -2.3559 -0.9455 3.7524 -0.85 -1.04 -0.41
N -2.3719 -1.0257 2.4243 0.67 1.17 -0.71
C -3.4779 -1.4369 1.8133 -0.61 0.35 -1.66
C -4.5645 -1.9871 2.4575 0.24 0.33 0.53
H -5.4345 -2.2386 4.3155 -0.96 -0.75 1.26
H -3.2931 -1.4910 5.5435 -0.48 0.39 0.34
H -1.4752 -0.5222 4.1994 0.19 -0.04 0.29
H -3.5912 -1.1458 0.7320 0.47 -0.90 0.92
H -5.4251 -2.3511 1.9268 -0.13 0.06 -0.23
```
Forces are in eV/Å.

The expectation value of S² is 15.77. Its spin multiplicity is 8. For the energy above the lowest of the compared OMol25 structures with the same formula, charge and spin, the calculation gives 142.2 kcal per mole. Its total charge is +2.

Atom charges from the Mulliken analysis, given in e for atoms 1 to 8: number 1, Eu, carries 1.15; number 2, C, carries -1.07; number 3, C, carries 0.87; number 4, C, carries -1.24; number 5, C, carries 0.22; number 6, C, carries -0.46; number 7, C, carries -0.84; number 8, C, carries -0.28


Molecular formula: C6H6O
Method: DFT, ωB97M-V/def2-TZVPD

```
13
Properties=species:S:1:pos:R:3:forces:R:3
C -1.5794 -2.1974 0.1015 0.36 0.22 -0.07
C -0.6265 -1.4857 -0.1016 -0.33 -0.23 0.09
C 0.5234 -0.7117 -0.3390 0.07 0.12 0.10
C 1.2366 0.3632 -0.1869 -0.21 -0.12 0.02
C 1.8919 -0.7348 -0.9615 0.26 -0.18 -0.19
H -2.4004 -2.8552 0.2863 0.12 0.17 -0.05
H 1.3186 1.3681 0.2028 -0.01 -0.21 -0.09
H 1.9895 -0.6493 -2.0464 -0.04 -0.02 0.16
H 2.6724 -1.3366 -0.4899 -0.09 0.11 -0.07
C -1.2493 2.0940 0.8621 0.25 0.24 0.02
O -0.2754 2.8058 0.8219 -0.50 -0.26 0.07
H -2.1316 2.3586 1.4735 0.06 0.03 -0.05
H -1.3108 1.1426 0.3011 0.06 0.14 0.05
```
Forces are in eV/Å.

For the energy above the lowest of the compared OMol25 structures with the same formula, charge and spin, the calculation gives 119.7 kcal per mole.

Atom charges from the Mulliken analysis, given in e for atoms 1 to 8: number 1, C, carries -0.10; number 2, C, carries -0.10; number 3, C, carries 0.16; number 4, C, carries -0.56; number 5, C, carries -0.53; number 6, H, carries 0.41; number 7, H, carries 0.38; number 8, H, carries 0.18


Molecular formula: C21H19BrIN3PSe2W
Method: DFT, ωB97M-V/def2-TZVPD

```
49
Properties=species:S:1:pos:R:3:forces:R:3
W 1.3828 -1.1807 -0.2320 0.01 0.36 -0.31
C 0.8762 -1.5077 5.3546 -0.02 0.00 -0.02
C 1.7570 -1.3762 4.1463 0.05 0.00 0.11
C 3.1455 -1.2624 4.2431 -0.02 0.01 -0.03
C 3.9497 -1.1327 3.1076 0.11 0.00 0.16
C 3.3105 -1.1243 1.9078 -0.03 0.00 -0.26
Br 4.1836 -0.9618 0.2139 -0.16 -0.04 0.10
N 1.9769 -1.2319 1.7611 -0.12 -0.03 0.22
C 1.2117 -1.3553 2.8736 -0.05 -0.01 -0.06
H 1.4626 -1.7090 6.2478 0.01 -0.01 -0.01
H 0.1535 -2.3136 5.2281 0.02 -0.01 -0.01
H 0.3152 -0.5868 5.5226 0.03 0.02 -0.02
H 3.6166 -1.2756 5.2191 0.00 0.00 0.00
H 5.0259 -1.0456 3.1753 -0.01 0.00 0.01
H 0.1452 -1.4375 2.7121 -0.02 0.01 -0.03
Se -1.0810 -1.0407 -0.3311 -0.05 0.14 0.10
P -0.8108 1.1103 -0.9627 0.02 -0.28 0.03
Se 1.4331 1.1155 -1.0753 0.04 -0.24 0.05
C -1.5090 1.3916 -2.5648 0.08 -0.06 0.09
C -2.7464 0.8199 -2.8699 0.01 0.03 -0.07
C -3.3555 1.1556 -4.0664 -0.04 -0.03 0.01
C -2.7367 2.0449 -4.9373 0.01 0.01 0.00
C -1.5054 2.6084 -4.6242 0.04 0.02 0.01
C -0.8785 2.2874 -3.4318 -0.11 -0.01 -0.05
C -1.3977 2.1960 0.3081 0.15 0.01 -0.06
C -0.6530 3.3228 0.6619 -0.13 0.01 0.07
C -1.2062 4.2338 1.5483 0.05 0.01 -0.02
C -2.4780 4.0184 2.0634 0.00 0.00 0.00
C -3.2125 2.8933 1.7027 -0.03 -0.04 -0.01
C -2.6792 1.9716 0.8188 0.02 0.08 0.05
H -3.2316 0.1275 -2.1919 -0.01 0.00 -0.01
H -4.3138 0.7234 -4.3205 0.00 0.01 0.00
H -3.2188 2.3016 -5.8710 0.00 0.00 0.00
H -1.0335 3.2998 -5.3089 -0.01 0.00 0.00
H 0.0767 2.7359 -3.1882 0.01 0.00 -0.01
H 0.3329 3.4994 0.2507 0.02 0.02 0.00
H -0.6472 5.1158 1.8307 -0.01 -0.01 0.00
H -2.9041 4.7373 2.7508 0.00 -0.01 -0.01
H -4.2036 2.7374 2.1071 0.01 0.01 0.00
H -3.2550 1.0996 0.5307 -0.02 0.01 0.02
I 0.1378 -5.9943 -3.9725 0.07 0.12 0.10
C 1.0912 -4.6268 -2.7574 -0.09 -0.19 -0.17
C 2.4489 -4.5962 -2.4353 0.03 -0.03 0.01
N 2.6656 -3.5643 -1.6310 -0.02 -0.08 -0.15
N 1.5020 -2.8862 -1.3729 0.19 0.07 -0.03
C 0.5453 -3.5582 -2.0898 -0.07 0.03 0.06
H 3.2457 -5.2606 -2.7372 0.03 0.04 0.03
H 3.5461 -3.2870 -1.2246 -0.01 0.04 0.05
H -0.4809 -3.2317 -2.0894 0.03 0.06 0.06
```
Forces are in eV/Å.

The expectation value of S² is 2.02. Its spin multiplicity is 3. The calculation puts the total energy at -246480.04232 eV. Its total charge is +3.

Atom charges from the Mulliken analysis, given in e for atoms 1 to 8: number 1, W, carries 0.82; number 2, C, carries -1.38; number 3, C, carries 0.35; number 4, C, carries -0.21; number 5, C, carries -0.71; number 6, C, carries 0.58; number 7, Br, carries -0.15; number 8, N, carries -0.26